# 1
# C25H20BrF6N3O5PRb

A structure of composition C25H20BrF6N3O5PRb (ωB97M-V with the def2-TZVPD basis set, the Open Molecules 2025 dataset).

Its LUMO energy (alpha / beta) is 0.0692 / 0.0479 Eh. As for the charge: -1. The energy relative to the best compared isomer or geometry (same formula, charge and spin) comes out at 8.18 kcal per mole. As for the HOMO energy (alpha / beta): -6.20 / -6.20 eV. The total energy comes out at -137256.5778 eV. As for the spin multiplicity: 2.

```
62
Properties=species:S:1:pos:R:3:forces:R:3
C -3.038678 -0.258226 -2.434869 -0.008 0.037 -0.002
F 0.933522 -2.884460 1.972705 -0.048 -0.084 0.098
O 0.055328 0.596869 3.034856 0.002 -0.003 0.048
C -4.823134 0.612232 -0.431936 0.008 0.010 -0.006
C -2.783991 -0.360299 -1.067950 0.105 -0.115 0.040
F 1.585829 -5.024985 1.484303 0.031 0.000 -0.041
H 1.375237 5.179837 -2.070988 0.000 0.005 -0.006
C 3.855125 -1.290819 -0.185024 -0.010 0.001 -0.037
H 1.629419 -0.545885 5.591607 0.016 -0.005 -0.012
C 0.978712 4.593828 -4.109617 0.004 0.029 0.006
O 1.414461 3.850892 -0.021560 0.086 0.008 0.019
C -3.718847 0.085759 -5.122007 0.018 -0.008 -0.005
C -4.280106 0.337540 -2.786395 0.009 0.009 0.000
H 3.360308 -2.058660 -0.770151 -0.005 -0.005 0.001
H 0.383429 1.096179 -2.600182 -0.012 -0.031 0.016
N 3.058906 -0.471209 0.490540 0.021 -0.068 0.226
C -3.581832 0.026851 -0.058668 -0.052 0.100 -0.037
H 6.893736 -0.107944 0.670829 0.003 0.000 -0.006
H 3.051024 0.090560 3.807577 -0.008 -0.012 -0.008
H 1.129220 -1.780047 4.416025 -0.012 -0.008 0.001
C 0.884130 3.118843 -2.204551 -0.016 -0.023 0.006
H -1.800677 -0.832731 -5.550089 0.003 -0.004 -0.006
C 2.678556 1.298285 2.106870 0.089 0.044 -0.025
Br -0.525658 -1.493555 -2.984619 -0.073 -0.135 -0.026
F -0.990693 -3.197407 0.753467 -0.092 -0.118 0.082
C -2.485668 -0.512759 -4.777529 -0.027 0.020 -0.007
C 0.631757 3.522798 -4.918319 -0.001 -0.013 0.003
C 1.040630 0.191344 3.632831 -0.044 -0.019 0.006
N 2.307206 0.531177 3.291945 -0.011 0.032 0.027
C 5.240368 -1.206157 -0.154125 -0.003 0.011 -0.007
O 0.168850 2.790845 -7.056950 -0.005 -0.002 -0.025
H -3.960015 0.217526 -6.168444 0.000 0.006 -0.005
C 0.926530 -0.774109 4.789558 0.019 -0.026 -0.002
H -5.536347 0.953930 -4.429669 -0.001 0.001 0.001
H 1.789648 1.566574 1.530710 -0.024 -0.058 0.090
C 1.104481 4.380175 -2.747136 0.002 0.008 -0.003
O 0.701215 1.737935 -0.288007 0.009 0.246 -0.269
H 1.141985 5.565098 -4.552597 -0.001 -0.001 0.003
F -0.462922 -4.639755 2.452446 0.021 -0.027 -0.018
C 0.542469 2.065884 -3.043688 -0.010 0.034 -0.002
H -5.503338 0.949777 0.339926 0.007 -0.006 0.005
F 1.042303 -3.552150 -0.208116 0.021 -0.056 0.066
H -0.090656 -0.745734 5.169178 0.006 0.015 0.010
C 5.817369 -0.215905 0.620971 0.003 -0.007 -0.011
H 5.838960 -1.903135 -0.724029 0.012 0.003 -0.001
H -6.096387 1.213337 -2.024720 -0.001 -0.001 -0.007
C 1.015637 2.889030 -0.691456 -0.037 0.022 0.098
O 0.705432 4.855334 -6.801458 -0.001 0.003 -0.017
C -2.163772 -0.680548 -3.465274 0.015 0.032 0.009
H 0.147964 1.441983 -5.069599 0.001 0.012 0.000
P 0.294526 -4.142877 1.124353 0.082 0.082 -0.026
H 3.164915 2.230726 2.400060 0.006 -0.018 0.020
H -3.304022 -0.069145 0.983526 -0.019 -0.038 0.004
F -0.330022 -5.341458 0.264885 -0.006 0.004 -0.016
C -4.593223 0.495241 -4.158554 0.005 0.001 -0.005
C 4.991805 0.632804 1.341688 -0.002 0.033 -0.014
C -5.152411 0.759226 -1.749109 -0.004 -0.004 -0.007
C 0.412385 2.254016 -4.407684 -0.005 -0.019 -0.041
Rb 0.074536 -0.679802 0.525076 -0.063 0.072 -0.145
C 3.614170 0.468635 1.260303 -0.007 0.029 -0.077
N 0.492326 3.738808 -6.364354 -0.002 0.002 0.043
H 5.402531 1.418832 1.962763 0.004 0.001 -0.004
```
Positions in Å, forces in eV/Å.

# 2
# C38H34IN6O4PbS2

A structure of composition C38H34IN6O4PbS2 (ωB97M-V with the def2-TZVPD basis set, the Open Molecules 2025 dataset).

Its LUMO energy is -0.0907 Eh. As for the charge: +1. The energy relative to the best compared isomer or geometry (same formula, charge and spin) comes out at 13.77 kcal per mole. As for the HOMO energy: -10.21 eV. The total energy comes out at -92102.3967 eV.

```
86
Properties=species:S:1:pos:R:3:forces:R:3
N 1.635938 -0.003669 1.951868 -0.151 0.052 0.015
S 0.199250 -4.970852 0.873328 -0.015 -0.016 0.102
H 1.045764 -1.771694 2.784071 -0.030 -0.043 -0.006
C 0.950799 -1.857615 -5.049773 -0.068 -0.118 -0.140
O -0.792649 -1.292094 -3.561497 -0.311 -0.080 -0.053
C -4.054974 0.495776 4.757349 -0.077 0.057 0.041
H -2.428978 -1.676748 4.677047 0.017 0.008 -0.010
C 1.774280 -2.826601 -5.613602 -0.075 0.058 0.001
O -1.338775 0.519730 2.453909 0.107 -0.074 0.033
H 3.919569 -4.154777 -2.649108 0.013 0.005 -0.020
C 0.002904 -2.291315 -3.992986 0.446 0.123 0.354
N 1.521852 -1.689096 -0.954367 -0.035 0.077 -0.004
H -1.566891 3.242123 1.497214 0.002 -0.024 -0.016
N -3.670055 -0.476063 -1.392178 -0.010 0.026 -0.067
O -0.004702 -3.381184 -3.481352 -0.111 -0.078 -0.147
H -0.951310 -0.757301 4.344077 -0.011 -0.002 0.028
C 1.060096 -0.532666 -5.453230 -0.046 -0.008 0.029
I 4.209247 -0.608678 -8.407330 0.067 0.020 -0.058
H -4.653000 1.069096 4.054262 -0.014 -0.012 0.017
H -4.490170 -0.501630 4.847934 -0.015 0.008 0.000
C -2.530128 2.718863 1.502023 0.018 0.049 -0.122
C -2.242759 0.998261 3.149407 -0.130 0.004 -0.022
H -1.989643 -2.598442 2.454299 -0.055 0.029 0.036
H 2.410922 4.537799 -1.921140 0.010 0.009 -0.020
S -1.795596 -1.797533 -2.246449 0.106 0.036 -0.101
C 2.394159 -1.261087 -1.863892 0.115 -0.115 -0.024
H -3.310466 3.422353 1.211250 0.001 0.011 0.007
C -1.229930 -3.103784 1.878029 0.052 -0.149 0.038
C -1.922203 -0.719524 4.828874 0.027 -0.088 0.010
C 2.376279 2.093618 1.000580 -0.007 -0.106 0.117
C 2.703436 -2.475564 -6.575197 0.050 0.019 -0.019
Pb -0.233132 -0.317606 0.202026 -0.168 0.127 -0.034
C 2.321253 1.152461 2.106399 0.021 -0.010 -0.113
H -1.790545 -0.568881 5.902184 -0.010 0.000 0.004
C 2.985230 1.468913 3.300517 -0.015 0.024 -0.010
C 2.945671 0.530097 4.345206 -0.017 -0.072 -0.035
C 3.037095 3.317600 1.180006 0.049 0.098 -0.043
C 1.483493 -2.990109 -0.629744 -0.035 -0.038 0.019
C -4.792258 1.453831 -2.099390 -0.005 -0.096 0.066
H 1.673172 -3.852454 -5.289967 -0.001 -0.047 0.026
O -3.421316 -1.486823 -0.615347 0.037 -0.164 0.290
C 3.046786 4.220007 0.100643 -0.027 -0.081 0.032
C 1.816097 2.615194 -1.149554 -0.024 0.010 -0.077
N -2.695784 0.369698 4.269314 0.107 0.117 -0.062
C 3.280544 -2.107510 -2.502081 -0.037 0.099 0.040
C 1.609878 -0.864064 2.950005 0.157 0.043 0.101
H 2.221522 -1.399233 4.940370 -0.006 -0.011 0.031
H 2.292455 -4.951937 -0.970852 -0.013 -0.049 0.037
H 3.971334 -1.718346 -3.235022 0.021 0.003 -0.038
H 2.083228 0.856538 -6.725376 -0.009 0.017 -0.009
H 3.461602 0.746518 5.271966 -0.004 -0.002 0.029
H 3.540148 5.176757 0.209744 0.028 0.026 0.004
C -1.037938 -4.455640 1.929845 -0.042 0.055 -0.018
C 2.342386 -3.905307 -1.231148 0.051 0.076 -0.060
H -5.255380 0.247934 -0.322535 -0.035 0.028 0.000
H -2.483112 4.053281 3.674931 -0.016 -0.009 0.002
C 3.675784 2.721285 3.433211 -0.009 -0.023 -0.073
H -4.101040 0.977804 5.737200 0.012 -0.017 -0.002
C -4.647846 0.421891 -1.196850 -0.024 0.132 -0.051
H -4.176811 3.535505 3.758603 0.005 -0.002 -0.025
H 4.185873 2.928233 4.364109 0.004 0.024 0.040
C -2.834446 -0.417343 -2.443306 0.089 0.150 -0.119
H 4.207497 4.556077 2.523593 0.019 0.049 0.005
H 3.341248 -3.227851 -7.015995 0.014 -0.021 -0.022
C -3.932744 1.544788 -3.190431 -0.013 0.042 -0.009
H -2.491097 1.915731 0.769895 -0.002 0.025 -0.009
C 3.245515 -3.455657 -2.172105 0.032 -0.037 -0.021
C 3.690954 3.611695 2.422666 -0.023 -0.063 0.043
C 0.484663 -3.347413 0.372227 -0.020 -0.003 -0.013
C 1.991477 -0.173560 -6.411804 0.094 0.001 -0.039
H -1.571455 -5.178534 2.523776 -0.043 -0.053 0.024
H -2.259419 0.631130 -4.212077 0.014 -0.005 -0.024
H -2.962643 2.797299 4.812498 -0.002 0.003 0.028
C 2.265650 -0.645375 4.168296 0.025 0.064 -0.051
H 2.376795 -0.199585 -2.067693 0.023 0.088 -0.056
N 1.789820 1.750241 -0.161264 0.089 0.053 0.028
C 2.812461 -1.147041 -6.967748 -0.087 0.005 0.061
N -2.849997 2.184087 2.808629 0.023 -0.144 0.090
C -0.342588 -2.445231 0.986202 -0.019 -0.074 -0.056
C 2.429605 3.871641 -1.070958 0.007 0.015 0.046
H 0.422262 0.220634 -5.012394 -0.014 0.011 -0.001
C -3.142352 3.192171 3.817876 -0.027 0.028 0.044
C -2.937345 0.601257 -3.374099 0.020 -0.089 0.047
H -4.044814 2.350630 -3.900933 -0.014 0.019 -0.021
H 1.324299 2.313639 -2.068158 -0.036 -0.038 -0.045
H -5.584001 2.171230 -1.948529 -0.011 0.035 -0.002
```
Positions in Å, forces in eV/Å.

# 3
# C2H9N2Si

The ion C2H9N2Si with charge +1 (ωB97M-V with the def2-TZVPD basis set, the Open Molecules 2025 dataset).

Its LUMO energy is -0.2101 Eh. As for the charge: +1. The energy relative to the best compared isomer or geometry (same formula, charge and spin) comes out at 32.29 kcal per mole. As for the HOMO energy: -13.79 eV. Its structure (SMILES) is CN(C)[NH+]=[SiH2]. The total energy comes out at -13067.9642 eV.

```
14
Properties=species:S:1:pos:R:3:forces:R:3
N 0.950750 -0.151795 0.627195 -1.905 -0.616 0.883
Si 2.315463 0.175437 -0.230749 0.001 -0.102 2.559
H -0.274290 1.892013 -0.570202 0.595 0.862 0.171
H -1.555945 1.047731 -1.050117 -3.461 -0.453 -3.104
C -0.938618 1.109795 -0.282745 2.414 0.759 5.360
H -1.783847 -0.765444 0.849798 0.578 -1.624 0.214
H 0.668009 -0.530660 1.588220 1.207 0.951 -1.409
H 2.181793 0.443530 -1.570559 -0.193 0.246 -2.000
C -1.111636 -1.256945 0.092813 0.167 1.244 -0.377
H -1.756226 -1.457517 -0.750886 -0.138 0.219 -0.432
N -0.188638 -0.128415 -0.254462 0.041 -1.542 -0.403
H 3.489267 0.457642 0.572393 0.297 -0.144 -0.001
H -0.556212 -2.208236 0.207006 -0.394 0.723 0.843
H -1.439869 1.372859 0.772301 0.789 -0.523 -2.306
```
Positions in Å, forces in eV/Å.